A 13-piece molecular cluster, C47H87N11O10 overall, computed with the ωB97M-V functional and the def2-TZVPD basis.

Its HOMO energy is -8.90 eV. As for the electronic energy: -87016.6576 eV.

Positions of all 155 atoms, in Å:
C1 -2.072 1.587 5.637
C2 -3.367 2.157 5.029
C3 -3.444 1.408 3.708
O1 -2.060 1.448 3.278
C4 -1.216 1.270 4.410
H1 -2.338 0.632 6.094
H2 -1.669 2.240 6.408
H3 -3.273 3.217 4.786
H4 -4.213 2.008 5.700
H5 -4.082 1.887 2.968
H6 -3.630 0.333 3.778
H7 -0.325 1.890 4.312
H8 -0.879 0.232 4.469
C5 -0.662 0.625 -0.899
C6 -0.999 0.914 0.546
C7 0.314 0.634 1.271
O2 1.164 -0.058 0.334
C8 0.460 -0.414 -0.877
H9 -0.241 1.534 -1.341
H10 -1.535 0.351 -1.489
H11 -1.766 0.210 0.879
H12 -1.434 1.905 0.654
H13 0.141 0.129 2.220
H14 0.831 1.584 1.437
H15 0.111 -1.449 -0.803
H16 1.234 -0.324 -1.637
C9 -3.040 -2.815 -1.059
C10 -2.641 -4.192 -1.497
O3 -1.504 -4.563 -1.210
N1 -3.478 -4.895 -2.268
C11 -3.216 -6.240 -2.707
H17 -4.054 -2.742 -0.666
H18 -2.711 -2.124 -1.837
H19 -2.412 -2.486 -0.230
H20 -4.436 -4.603 -2.373
H21 -3.654 -6.908 -1.958
H22 -2.157 -6.475 -2.768
H23 -3.669 -6.446 -3.676
C12 3.838 -2.591 0.148
C13 3.711 -4.128 0.080
O4 4.726 -4.794 -0.011
N2 2.485 -4.706 0.203
C14 1.253 -3.954 0.326
H24 2.881 -2.077 0.150
H25 4.433 -2.335 -0.726
H26 4.405 -2.386 1.054
H27 2.444 -5.711 0.216
H28 1.384 -3.267 1.162
H29 0.454 -4.618 0.654
H30 0.874 -3.473 -0.574
C15 3.574 2.768 4.567
C16 4.626 1.850 5.128
O5 4.352 0.743 5.576
N3 5.883 2.315 5.076
C17 7.027 1.718 5.732
H31 4.025 3.591 4.009
H32 2.867 3.145 5.299
H33 2.977 2.242 3.818
H34 6.040 3.215 4.657
H35 7.215 2.300 6.640
H36 7.967 1.850 5.193
H37 6.889 0.666 5.955
C18 -2.092 -0.001 -4.181
C19 -0.932 -0.783 -4.798
O6 0.227 -0.553 -4.437
N4 -1.221 -1.523 -5.871
C20 -0.324 -2.175 -6.797
H38 -1.734 0.970 -3.855
H39 -2.522 -0.581 -3.366
H40 -2.871 0.169 -4.926
H41 -2.165 -1.548 -6.222
H42 -0.440 -3.260 -6.864
H43 0.719 -2.073 -6.503
H44 -0.513 -1.781 -7.796
C21 2.512 -3.043 -3.408
C22 2.700 -4.086 -4.469
O7 3.814 -4.247 -4.954
N5 1.646 -4.845 -4.832
C23 0.259 -4.753 -4.352
H45 1.878 -2.242 -3.803
H46 3.420 -2.517 -3.121
H47 2.140 -3.465 -2.472
H48 1.878 -5.584 -5.476
H49 -0.122 -3.771 -4.630
H50 0.299 -4.972 -3.288
H51 -0.285 -5.495 -4.934
C24 -5.126 -0.143 0.765
C25 -6.405 -0.502 1.498
O8 -6.345 -1.050 2.586
N6 -7.525 -0.126 0.861
C26 -8.819 -0.228 1.498
H52 -5.092 -0.489 -0.272
H53 -4.250 -0.571 1.248
H54 -4.986 0.939 0.701
H55 -7.460 0.315 -0.038
H56 -9.644 -0.318 0.797
H57 -8.957 0.638 2.151
H58 -8.880 -1.065 2.193
C27 -2.793 2.969 -0.500
C28 -3.103 3.942 -1.602
O9 -3.856 3.653 -2.520
N7 -2.493 5.152 -1.533
C29 -1.351 5.515 -0.687
H59 -1.759 2.619 -0.571
H60 -3.411 2.076 -0.532
H61 -2.891 3.465 0.469
H62 -2.745 5.840 -2.223
H63 -0.891 6.442 -1.008
H64 -0.686 4.654 -0.769
H65 -1.696 5.568 0.346
C30 3.175 1.617 -4.055
C31 3.792 0.857 -5.219
O10 4.903 1.209 -5.599
N8 3.065 -0.132 -5.767
C32 3.436 -0.964 -6.898
H66 2.926 2.645 -4.308
H67 3.912 1.685 -3.256
H68 2.309 1.041 -3.722
H69 2.174 -0.359 -5.340
H70 3.187 -1.996 -6.650
H71 4.499 -0.877 -7.105
H72 2.836 -0.626 -7.746
N9 0.499 4.743 1.968
C33 1.550 5.549 2.051
C34 2.178 5.846 3.280
C35 1.639 5.219 4.403
C36 0.526 4.420 4.318
C37 -0.078 4.279 3.078
H73 1.933 5.977 1.132
H74 3.041 6.484 3.395
H75 2.170 5.442 5.321
H76 0.189 3.892 5.201
H77 -0.887 3.561 2.990
N10 4.869 5.142 -0.397
C38 4.794 4.313 0.676
C39 3.967 3.208 0.643
C40 3.176 2.911 -0.472
C41 3.236 3.796 -1.525
C42 4.095 4.892 -1.439
H78 5.349 4.646 1.541
H79 3.961 2.479 1.446
H80 2.568 2.017 -0.453
H81 2.625 3.687 -2.409
H82 4.178 5.574 -2.276
N11 -1.813 -2.737 4.916
C43 -1.471 -2.488 3.650
C44 -1.103 -3.461 2.731
C45 -1.044 -4.788 3.147
C46 -1.381 -5.050 4.477
C47 -1.837 -4.026 5.275
H83 -1.552 -1.463 3.305
H84 -0.939 -3.176 1.701
H85 -0.701 -5.562 2.475
H86 -1.357 -6.092 4.767
H87 -2.110 -4.297 6.288

Atom charges from the Löwdin analysis, given in e for atoms 1 to 4:
1 C -0.143
2 C -0.153
3 C -0.167
4 O -0.198


A 6-piece molecular cluster, C47H90BFNO14P2S5 overall, computed with the ωB97M-V functional and the def2-TZVPD basis.

Its HOMO energy is -9.37 eV. As for the total charge: +1. As for the electronic energy: -156473.5293 eV.

Positions of all 161 atoms, in Å:
C1 -1.233 -5.571 2.431
C2 -0.232 -4.756 3.485
B1 -0.179 -3.175 2.926
O1 0.756 -2.977 1.762
C3 -1.031 -1.926 3.557
C4 -0.088 -0.628 3.084
F1 1.176 -0.492 3.880
C5 -1.127 0.600 3.542
C6 -0.796 1.720 2.387
O2 -1.066 3.119 2.793
C7 -0.450 4.087 1.866
C8 1.201 4.268 1.661
C9 1.900 5.338 0.636
C10 3.538 5.420 0.451
C11 0.981 6.376 -0.255
C12 -0.647 6.262 -0.077
C13 -1.360 5.150 0.949
C14 -3.014 5.213 0.997
C15 -3.738 3.946 0.229
C16 -3.490 5.432 2.551
C17 -2.599 -0.142 3.575
P1 -3.725 1.137 2.755
C18 -4.475 2.143 4.246
C19 -5.244 0.417 1.874
C20 -5.943 1.413 0.754
N1 -2.385 -1.530 2.931
O3 -2.418 -1.202 1.630
C21 -2.907 -2.278 0.768
C22 -2.468 -1.848 -0.788
C23 -0.884 -2.182 -1.100
C24 -3.516 -2.379 -1.930
C25 -4.045 -1.139 -2.919
C26 -2.699 -3.409 -2.961
P2 -3.702 -2.576 3.592
C27 -3.087 -3.705 5.004
O4 -4.952 -1.582 4.367
H1 -0.782 -5.644 1.348
H2 -2.253 -4.952 2.416
H3 -1.534 -6.635 2.873
H4 0.827 -5.262 3.377
H5 -0.569 -4.835 4.602
H6 1.290 -3.814 1.612
H7 -0.949 -1.801 4.742
H8 0.068 -0.467 1.923
H9 -0.796 1.013 4.611
H10 0.386 1.667 2.224
H11 -1.246 1.451 1.314
H12 1.862 3.535 2.317
H13 3.885 6.388 -0.117
H14 4.094 5.216 1.460
H15 3.823 4.510 -0.267
H16 1.528 7.151 -0.955
H17 -1.312 7.016 -0.704
H18 -3.369 6.187 0.404
H19 -3.671 4.067 -0.955
H20 -4.907 3.998 0.467
H21 -3.262 2.916 0.514
H22 -2.730 6.206 3.031
H23 -4.575 5.865 2.596
H24 -3.332 4.422 3.120
H25 -2.824 -0.127 4.747
H26 -3.671 2.413 5.056
H27 -5.019 3.109 3.824
H28 -5.317 1.442 4.689
H29 -5.101 -0.618 1.352
H30 -6.079 0.248 2.710
H31 -5.170 1.550 -0.143
H32 -6.287 2.434 1.212
H33 -6.842 0.789 0.290
H34 -2.427 -3.330 0.942
H35 -4.065 -2.425 0.733
H36 -2.548 -0.656 -0.792
H37 -0.260 -1.563 -0.292
H38 -0.636 -1.646 -2.137
H39 -0.616 -3.321 -1.091
H40 -4.489 -2.869 -1.478
H41 -3.594 -1.292 -4.012
H42 -5.237 -1.074 -2.939
H43 -3.677 -0.084 -2.567
H44 -1.966 -2.742 -3.610
H45 -2.169 -4.290 -2.402
H46 -3.532 -3.788 -3.727
H47 -4.033 -3.902 5.705
H48 -2.777 -4.793 4.621
H49 -2.269 -3.243 5.701
H50 -5.806 -2.127 4.326
C28 1.079 -5.724 -5.836
C29 1.126 -6.025 -4.339
C30 1.735 -4.808 -3.645
S1 1.343 -3.399 -4.672
O5 2.576 -2.866 -5.211
O6 0.371 -2.568 -3.990
C31 0.515 -4.316 -5.956
H51 0.465 -6.450 -6.378
H52 2.093 -5.759 -6.253
H53 0.107 -6.190 -3.968
H54 1.702 -6.931 -4.127
H55 1.312 -4.660 -2.648
H56 2.823 -4.888 -3.580
H57 0.708 -3.857 -6.927
H58 -0.557 -4.301 -5.739
C32 -2.425 -0.738 -10.073
C33 -1.621 -0.301 -8.850
C34 -2.069 -1.167 -7.673
S2 -2.626 -2.713 -8.374
O7 -4.048 -2.841 -8.137
O8 -1.685 -3.760 -8.026
C35 -2.375 -2.259 -10.078
H59 -2.018 -0.320 -10.998
H60 -3.463 -0.397 -9.975
H61 -0.553 -0.462 -9.040
H62 -1.760 0.762 -8.633
H63 -1.248 -1.357 -6.978
H64 -2.910 -0.714 -7.141
H65 -3.146 -2.712 -10.703
H66 -1.387 -2.619 -10.379
C36 9.120 3.904 -0.020
C37 8.603 2.467 -0.077
C38 7.118 2.499 0.281
S3 6.522 4.111 -0.207
O9 6.133 4.838 0.984
O10 5.643 3.969 -1.350
C39 8.092 4.742 -0.765
H67 10.114 3.996 -0.467
H68 9.186 4.232 1.025
H69 8.729 2.074 -1.093
H70 9.158 1.810 0.600
H71 6.559 1.728 -0.255
H72 6.963 2.392 1.358
H73 8.166 5.808 -0.546
H74 8.155 4.574 -1.845
C40 2.204 -8.298 5.967
C41 1.307 -9.367 6.591
C42 0.136 -9.597 5.636
S4 0.741 -9.205 4.001
O11 0.031 -8.040 3.515
O12 0.850 -10.425 3.227
C43 2.372 -8.700 4.510
H75 3.168 -8.228 6.479
H76 1.713 -7.320 6.033
H77 1.875 -10.297 6.708
H78 0.954 -9.070 7.583
H79 -0.203 -10.636 5.658
H80 -0.699 -8.927 5.858
H81 2.725 -7.884 3.877
H82 3.035 -9.565 4.414
C44 3.073 10.294 1.615
C45 2.492 9.650 0.356
C46 3.329 10.125 -0.830
S5 4.959 10.470 -0.185
O13 5.210 11.891 -0.304
O14 5.888 9.474 -0.680
C47 4.579 10.104 1.517
H83 2.669 9.842 2.525
H84 2.829 11.362 1.630
H85 2.558 8.559 0.441
H86 1.436 9.905 0.222
H87 3.400 9.358 -1.605
H88 2.931 11.050 -1.256
H89 5.139 10.769 2.176
H90 4.858 9.063 1.706

Atom charges from the Löwdin analysis, given in e for atoms 1 to 4:
1 C -0.127
2 C -0.168
3 B -0.306
4 O 0.030